Entry 1:
39
Properties=species:S:1:pos:R:3:forces:R:3 method="wB97M-V/def2-TZVPD" smiles="COCCNC(=O)CSCc1cc(C)cc(C)c1" lumo_ha=0.02266 orbital_gap_ev=9.22 e_homo_ev=-8.6 e_above_lowest_kcal_mol=3.2
C 4.142 -2.698 -3.247 0.0092 0.0335 -0.0481
O 3.659 -3.254 -2.052 -0.0599 -0.0999 0.2466
C 2.444 -2.688 -1.631 -0.1533 -0.0405 0.1125
C 2.051 -3.332 -0.297 0.3901 0.1005 -0.1911
N 0.713 -2.973 0.098 0.0872 -0.3302 -0.2916
C 0.448 -1.970 0.960 -0.5079 -0.1626 0.0062
O 1.296 -1.352 1.566 0.3551 0.2701 0.2050
C -1.038 -1.693 1.128 -0.1922 0.2896 -0.3351
S -1.867 -1.481 -0.476 -0.1359 0.0595 0.0269
C -0.994 0.026 -1.066 -0.1587 -0.5579 0.2266
C -1.265 1.186 -0.168 0.0962 0.1657 0.0395
C -2.464 1.882 -0.271 0.1061 0.0639 0.0816
C -2.748 2.933 0.586 -0.0225 -0.0740 -0.0524
C -4.030 3.700 0.465 0.0386 0.0509 -0.0259
C -1.816 3.275 1.559 0.0812 -0.1180 -0.0348
C -0.617 2.589 1.684 -0.1003 0.0331 0.0264
C 0.384 2.971 2.731 0.0357 0.0534 -0.0367
C -0.349 1.542 0.811 -0.0764 0.0638 -0.1501
H 5.075 -3.210 -3.473 0.0039 0.0606 -0.0862
H 4.331 -1.623 -3.139 0.0086 -0.0307 -0.0162
H 3.433 -2.849 -4.072 0.0353 0.0036 0.0100
H 2.547 -1.598 -1.508 -0.0572 -0.0772 0.0019
H 1.656 -2.872 -2.383 0.0651 0.0413 0.0824
H 2.129 -4.417 -0.395 0.0288 0.0606 0.0323
H 2.731 -2.992 0.486 -0.0402 -0.1244 -0.0830
H -0.055 -3.348 -0.441 0.0516 0.1669 0.0874
H -1.186 -0.794 1.727 0.1271 -0.1539 0.0516
H -1.530 -2.539 1.608 -0.0052 0.0115 0.0391
H 0.068 -0.216 -1.113 0.0383 0.1221 -0.1194
H -1.384 0.185 -2.070 0.0863 -0.0021 -0.0293
H -3.182 1.590 -1.025 -0.1198 -0.0265 -0.0819
H -3.847 4.656 -0.025 -0.0746 0.0684 -0.0233
H -4.451 3.904 1.447 -0.0811 0.0320 0.0318
H -4.759 3.149 -0.124 -0.0871 0.0062 -0.0233
H -2.034 4.090 2.235 -0.0316 0.1000 0.1065
H -0.110 3.371 3.614 0.0216 0.0252 0.0809
H 0.986 2.112 3.017 0.0629 -0.0217 0.0681
H 1.054 3.739 2.343 0.0779 0.0415 0.0525
H 0.579 0.996 0.907 0.0972 -0.1045 0.0126

***

Entry 2:
57
Properties=species:S:1:pos:R:3:forces:R:3 method="wB97M-V/def2-TZVPD" smiles=O[C@@H](COC[C@H]1COc2ccccc2O1)CN1CC[NH+](c2ccccc2F)CC1 lumo_ha=-0.07460 orbital_gap_ev=8.71 e_homo_ev=-10.7 total_charge=+1
O -0.436 0.816 -0.146 -0.2020 0.0459 -0.0421
C 0.241 2.028 0.175 0.1941 0.7121 -0.0203
C 0.702 2.721 -1.107 -0.1266 -0.0553 0.1826
O 1.394 1.761 -1.869 -0.0373 0.0147 0.2192
C 2.024 2.306 -3.009 0.1167 -0.0898 -0.5103
C 2.529 1.186 -3.932 0.2634 0.3755 0.6914
C 3.436 0.176 -3.219 0.1434 0.2689 -0.5460
O 2.738 -0.575 -2.252 -0.3888 -0.3253 0.1153
C 1.511 -1.009 -2.673 0.1055 -0.0185 -0.0346
C 0.883 -2.013 -1.946 0.1397 0.1696 -0.1217
C -0.362 -2.480 -2.331 -0.0261 -0.0195 0.0353
C -0.986 -1.950 -3.449 -0.0695 -0.0148 -0.0036
C -0.371 -0.949 -4.176 0.2568 0.0824 0.0475
C 0.875 -0.467 -3.793 -0.0594 -0.1008 0.0772
O 1.444 0.524 -4.546 -0.2994 -0.2448 -0.0458
C -0.693 2.965 0.973 0.3353 -0.2294 -0.3504
N -1.331 2.434 2.145 0.0187 -0.1952 -0.1230
C -0.524 2.006 3.249 -0.0208 -0.0679 0.1160
C -0.082 0.522 3.152 0.5152 0.6305 0.4606
N -1.046 -0.221 2.297 -0.0154 -0.2523 -0.2419
C -0.901 -1.665 2.399 0.0719 -0.5636 0.0825
C -0.513 -2.393 1.284 -0.0369 0.0930 0.1089
C -0.367 -3.767 1.365 -0.0009 0.0369 -0.0121
C -0.614 -4.428 2.557 -0.0048 0.1038 -0.0375
C -1.013 -3.717 3.676 -0.0391 0.2691 0.0273
C -1.153 -2.345 3.587 0.0586 -0.0400 -0.1340
F -1.542 -1.652 4.674 0.0058 0.0034 -0.0205
C -2.426 0.253 2.557 -0.7556 0.4172 0.0103
C -2.556 1.674 1.989 -0.2313 0.1835 0.0697
H 0.011 0.446 -0.923 0.0154 -0.2405 -0.1076
H 1.136 1.779 0.766 -0.0716 0.0628 -0.0286
H 1.352 3.570 -0.858 -0.0478 -0.0207 0.0352
H -0.164 3.097 -1.672 0.0429 -0.0128 0.0635
H 1.307 2.917 -3.575 0.0882 -0.0222 0.0337
H 2.868 2.941 -2.707 -0.0414 -0.0305 -0.0268
H 3.085 1.659 -4.749 -0.0078 -0.0548 0.1622
H 4.245 0.683 -2.691 -0.0356 -0.0182 -0.1046
H 3.860 -0.499 -3.975 -0.0055 0.0860 0.1196
H 1.416 -2.433 -1.107 0.0868 -0.0558 0.1094
H -0.839 -3.271 -1.773 -0.0478 -0.0962 0.0559
H -1.949 -2.321 -3.760 -0.1001 -0.0354 -0.0436
H -0.833 -0.526 -5.053 -0.0714 0.0791 -0.1163
H -1.481 3.318 0.305 0.0450 0.0539 -0.0421
H -0.099 3.833 1.275 0.0046 0.0460 -0.0998
H -1.110 2.145 4.164 0.1463 -0.0306 0.0509
H 0.356 2.645 3.322 0.0134 -0.0420 0.0912
H -0.061 0.080 4.149 -0.0467 -0.1178 -0.1740
H 0.909 0.417 2.708 -0.1159 -0.0912 -0.0702
H -0.833 0.056 1.299 0.0316 -0.1895 0.2257
H -0.332 -1.880 0.352 0.0221 0.0735 -0.0891
H -0.058 -4.321 0.493 0.0310 -0.0555 -0.1081
H -0.500 -5.498 2.619 0.0097 -0.1092 0.0122
H -1.218 -4.204 4.615 -0.0279 -0.0251 0.1194
H -2.609 0.236 3.633 0.1180 -0.1126 -0.1206
H -3.132 -0.420 2.070 0.1291 -0.0191 0.0701
H -3.373 2.185 2.515 -0.0625 -0.2001 -0.0785
H -2.814 1.626 0.930 -0.0133 -0.0108 0.0609

***

Entry 3:
15
Properties=species:S:1:pos:R:3:forces:R:3 method="wB97M-V/def2-TZVPD" smiles="C[N@H+]1CC(N)=C1[O-]" lumo_ha=0.02729 orbital_gap_ev=7.24 e_homo_ev=-6.5 e_above_lowest_kcal_mol=87.9
C 1.377 1.686 0.084 -0.0919 -0.0135 0.3611
N 0.934 0.311 -0.146 -1.1015 -1.5980 0.8335
C -0.014 -0.700 0.985 1.3140 1.4705 -1.0206
C -0.969 -0.731 -0.108 0.2172 0.4874 -0.9870
N -2.148 -1.481 -0.218 -0.6190 -0.2795 -0.0834
C -0.395 0.110 -1.042 -0.2854 -0.2547 1.1224
O -0.529 0.652 -2.116 0.1282 0.0127 -0.3265
H 0.575 2.232 0.581 0.0190 -0.0236 -0.0367
H 1.581 2.168 -0.874 -0.0521 -0.1453 0.0247
H 2.269 1.708 0.711 -0.0305 0.0132 -0.0566
H 1.688 -0.285 -0.470 0.0066 0.0351 -0.0807
H -0.098 0.037 1.784 -0.1514 -0.1089 0.2049
H 0.397 -1.654 1.348 0.2903 0.1718 -0.0503
H -2.407 -2.062 0.564 0.1791 0.1916 0.0394
H -2.263 -1.990 -1.084 0.1773 0.0413 0.0557

***

Entry 4:
26
Properties=species:S:1:pos:R:3:forces:R:3 method="wB97M-V/def2-TZVPD" s_squared=2.037 lumo_ha="-0.54700 / -0.57846" orbital_gap_ev="7.19 / 6.91" e_homo_ev="-22.1 / -22.6" multiplicity=3 total_charge=+3
C 0.712 -1.648 0.938 -1.0196 -1.5519 -0.3601
I 1.081 2.421 1.722 -1.0887 0.3037 -0.0540
H -0.174 -2.320 0.984 -0.1240 -0.1342 -0.1064
H 1.360 -1.986 1.753 -0.1017 0.1875 -0.0966
H 1.219 -1.817 -0.022 -0.1997 0.1023 0.3491
W -0.622 0.066 1.134 -0.8844 1.3529 4.0259
P -0.313 0.338 -1.115 1.8346 0.1118 -4.8040
C 1.282 0.816 -1.821 0.4181 0.0828 0.2963
C -0.824 -1.073 -2.107 -0.3327 -0.6545 0.3091
H -2.368 1.564 -0.968 -0.1192 0.2212 -0.3121
H -1.580 1.713 -2.570 0.0396 -0.1036 0.0815
H -0.969 2.653 -1.173 -0.0880 -0.1004 -0.0940
C -1.415 1.703 -1.484 -0.6324 0.6159 0.6110
H -1.794 -1.441 -1.761 0.0108 -0.0592 -0.1903
H -0.906 -0.773 -3.161 0.0466 0.0985 0.2062
H 1.180 0.934 -2.905 -0.1346 -0.0375 0.1227
H 2.046 0.060 -1.625 -0.0837 -0.0634 -0.1461
H -0.090 -1.884 -2.026 -0.1060 0.1216 -0.0673
H 1.629 1.759 -1.396 -0.0308 0.0681 -0.0996
C 1.665 0.245 1.184 4.1441 -1.4272 -1.7350
O 2.757 -0.058 0.891 -3.5457 1.5357 1.3907
Cl -2.854 -0.005 1.423 1.4884 -0.1802 -0.4541
N -0.286 -0.279 3.257 0.5761 -0.1498 0.0209
H 0.516 -0.867 3.463 0.0373 -0.2405 0.4533
H -1.121 -0.728 3.642 0.0688 -0.0458 0.2822
H -0.133 0.606 3.742 -0.1734 -0.0537 0.3709

***

Entry 5:
14
Properties=species:S:1:pos:R:3:forces:R:3 method="wB97M-V/def2-TZVPD" lumo_ha=0.01735 orbital_gap_ev=9.97 e_homo_ev=-9.5 e_above_lowest_kcal_mol=33.8
C -1.395 -0.216 -0.719 3.8202 -2.6857 1.1708
C 1.366 0.959 1.592 -0.2341 -0.0845 -2.6338
Si 0.662 -1.371 -1.041 -2.6784 3.3901 -0.2557
Si 2.088 0.128 0.025 0.7530 0.0005 1.8592
Cl 0.407 -3.172 -0.302 -0.1525 -1.7573 1.0475
Cl 3.952 -0.669 0.543 -0.3671 0.1019 -0.4062
Cl 2.314 1.712 -1.279 0.0249 -0.2353 -0.1700
H -1.096 0.268 0.199 -0.2007 0.8118 -0.1545
H -1.763 0.350 -1.515 -0.3450 0.8852 -1.0625
H -1.987 -1.042 -0.395 -0.7013 -0.5805 -0.2585
H 1.535 0.920 2.620 1.3987 -0.5159 1.4521
H 1.420 1.980 1.240 -0.2326 0.5263 0.3236
H 0.348 0.656 1.539 -1.2461 0.0316 -0.2040
H 1.051 -1.574 -2.412 0.1609 0.1117 -0.7081

***

Entry 6:
19
Properties=species:S:1:pos:R:3:forces:R:3 method="wB97M-V/def2-TZVPD" smiles=CCC.CC lumo_ha=0.04217 orbital_gap_ev=12.47 e_homo_ev=-11.3 e_above_lowest_kcal_mol=10.8
C -1.811 0.112 -0.684 0.9006 -0.1841 0.2364
C -1.173 -0.747 -1.815 -1.1880 0.5638 1.3193
C -0.017 -1.615 -1.314 -0.1029 -0.0764 -0.1576
H -1.038 0.418 0.033 0.0258 0.2439 -0.2634
H -2.493 -0.466 -0.069 -0.3827 -0.0664 -0.1296
H -2.284 1.014 -1.072 -0.2094 -0.1277 0.0813
H -1.985 -1.395 -2.151 0.1605 0.0774 -0.4583
H -0.937 -0.029 -2.594 0.4345 -0.4007 -0.3240
H 0.080 -1.652 -0.226 -0.0040 0.4994 -0.0326
H -0.228 -2.649 -1.550 0.2836 -0.3424 -0.4576
H 0.928 -1.304 -1.758 0.0655 -0.2004 0.1532
C 1.631 0.338 1.701 0.2358 0.5187 -0.7990
C 1.231 1.805 1.921 0.1132 0.0386 -0.4751
H 2.230 -0.091 2.503 -0.5597 -0.1415 0.2594
H 0.734 -0.217 1.431 0.2094 -0.4281 0.4225
H 2.284 0.265 0.825 -0.0384 0.0370 0.0092
H 1.320 2.363 0.988 0.0772 -0.0240 -0.0648
H 1.885 2.308 2.630 -0.1940 0.0349 0.2210
H 0.177 1.908 2.184 0.1729 -0.0219 0.4597